{"formula": "C8H22AgN2O10S2", "method": "ωB97M-V with the def2-TZVPD basis set", "species": ["Ag", "S", "O", "O", "O", "O", "S", "O", "O", "O", "O", "C", "C", "C", "O", "C", "N", "H", "H", "H", "H", "H", "H", "H", "H", "H", "H", "H", "C", "C", "C", "O", "C", "N", "H", "H", "H", "H", "H", "H", "H", "H", "H", "H", "H"], "positions_angstrom": [[-0.78189, 0.29508, 1.43116], [-1.78909, 1.70408, 3.65773], [-2.33214, 3.07343, 3.58883], [-2.52975, 0.96734, 2.67484], [-0.40479, 1.59714, 3.16746], [-1.97663, 1.09423, 4.94107], [-0.56266, -2.36041, 2.60844], [-0.04820, -3.56426, 1.99968], [0.43260, -1.24344, 2.62236], [-1.62027, -1.75334, 1.83297], [-0.95997, -2.62086, 3.99016], [-3.60615, -0.25868, -2.00793], [-2.49797, -0.42146, -0.94966], [-1.27700, -1.10995, -1.58254], [-0.28170, -1.24960, -0.55717], [0.56637, -2.33104, -0.79541], [-2.23516, 0.79211, -0.26664], [-3.27712, 0.05905, -2.99732], [-4.36371, 0.48259, -1.75350], [-3.93677, -1.27379, -2.22784], [-2.83651, -0.98737, -0.08177], [-0.77409, -0.53919, -2.36320], [-1.59705, -2.02678, -2.07761], [1.29138, -2.29344, 0.01764], [1.10608, -2.34164, -1.74235], [0.10064, -3.31633, -0.81520], [-2.14461, 1.45951, -1.01928], [-3.08316, 1.18951, 0.11161], [2.21687, 2.77251, -1.05265], [1.44809, 1.53161, -0.67628], [2.54206, 0.40524, -0.35748], [2.91764, -0.23919, -1.58990], [3.95139, -1.16067, -1.36263], [0.58763, 1.88639, 0.46804], [1.63750, 3.60454, -1.45285], [3.03128, 2.59006, -1.75375], [2.75579, 3.17550, -0.19518], [0.77825, 1.31109, -1.50743], [2.16009, -0.21994, 0.44957], [3.38198, 0.88502, 0.14496], [4.32194, -1.70868, -2.22893], [3.58718, -1.97646, -0.73819], [4.89169, -0.83019, -0.92134], [1.18842, 2.27633, 1.18015], [0.02150, 2.67432, 0.18738]], "atomic_forces_ev_per_a": [[0.38, -0.41, 0.01], [-1.55, 3.33, 4.02], [1.09, -0.22, -0.03], [-2.38, -2.66, -3.65], [1.87, 0.58, -0.12], [0.55, -0.05, 0.73], [1.01, -2.95, 3.93], [0.42, -0.05, -0.94], [1.34, 1.14, -0.50], [-2.75, 1.16, -1.84], [-0.07, 0.39, -0.69], [0.55, -0.76, -0.40], [-1.21, -1.18, -0.53], [0.46, 1.04, 1.23], [-0.94, -0.56, -1.52], [1.12, -0.86, 0.37], [0.56, 2.39, -1.10], [0.75, 0.33, 0.01], [-0.33, -0.57, 0.42], [-0.93, 0.14, 0.22], [-0.23, -1.20, -0.63], [-0.36, 0.55, -0.39], [0.07, -0.46, 0.49], [-0.04, -0.37, -0.07], [0.12, 0.91, -0.41], [-0.62, 0.08, 0.64], [1.11, 0.77, -0.23], [-0.37, -0.59, 0.97], [1.18, 0.84, -0.47], [1.12, 0.21, 0.01], [-1.76, 1.04, -0.28], [0.31, 0.65, 0.90], [0.33, -1.65, 0.32], [0.84, -0.67, -0.16], [-0.35, -0.14, -0.04], [-0.16, -0.28, -0.38], [-0.14, -0.02, 0.39], [0.21, -0.80, 0.03], [-0.35, -0.88, -0.46], [0.47, 0.31, -0.43], [-0.67, 0.56, -0.80], [-0.10, -0.01, 0.44], [-0.20, 0.95, 0.38], [0.01, -0.07, 0.57], [-0.37, 0.05, -0.03]], "mulliken_spin": [0.4012, -0.0567, 0.1184, 0.3608, 0.3130, 0.0533, -0.0632, 0.0317, 0.3791, 0.2854, 0.0995, 0.0047, -0.0187, 0.0037, 0.0219, -0.0041, 0.0480, 0.0006, -0.0003, 0.0001, -0.0032, 0.0005, -0.0001, -0.0020, -0.0006, -0.0002, 0.0010, -0.0019, 0.0004, -0.0059, -0.0040, -0.0001, 0.0000, 0.0458, -0.0004, 0.0010, 0.0006, 0.0024, -0.0036, -0.0008, 0.0000, 0.0000, 0.0000, -0.0031, -0.0043], "total_charge": -1, "total_energy_ha": -2123.17112, "spin_multiplicity": 3, "homo_lumo_gap_ev": [8.01, 6.23], "e_lumo_ev": [2.273, 0.629]}


{"formula": "C8H22BBrFO4SSi2", "method": "ωB97M-V with the def2-TZVPD basis set", "species": ["C", "C", "C", "F", "Si", "O", "Si", "S", "B", "O", "O", "C", "C", "Br", "C", "C", "H", "H", "H", "H", "H", "H", "H", "H", "H", "H", "H", "H", "H", "H", "H", "H", "H", "H", "H", "C", "O", "H", "H", "H"], "positions_angstrom": [[-3.40179, -2.99184, -1.22824], [-2.27718, -2.74622, -0.21449], [-2.72006, -1.92454, 0.99007], [-3.49878, -0.82323, 0.56913], [-1.28957, -1.38889, 2.10451], [0.08261, -1.04237, 1.29649], [0.70847, 0.28735, 0.49001], [2.82070, 0.09085, 0.58704], [0.01846, 2.02007, 1.38238], [-1.32007, 2.33914, 1.31095], [0.89945, 2.85766, 2.01753], [1.51650, 2.55815, 3.25999], [0.21819, 0.24929, -1.33592], [1.49657, 1.48469, -2.16866], [-1.22689, 0.66555, -1.63033], [-1.50639, 1.07408, -3.07666], [-3.33864, -2.30064, -2.06906], [-3.35354, -4.00588, -1.62691], [-4.38381, -2.85443, -0.77234], [-1.91047, -3.69866, 0.18118], [-1.42588, -2.26547, -0.70081], [-3.37731, -2.55035, 1.61192], [-1.71820, -0.25067, 2.95910], [-1.02968, -2.56083, 2.97282], [2.79164, -0.24112, 1.89112], [-1.76473, 2.52250, 2.14693], [2.46121, 2.03142, 3.10188], [0.87163, 1.94729, 3.89961], [1.71439, 3.49839, 3.77263], [0.43304, -0.72772, -1.77539], [-1.53778, 1.45686, -0.94591], [-1.84990, -0.20621, -1.40713], [-0.94125, 0.45596, -3.77809], [-1.24895, 2.11677, -3.25983], [-2.56755, 0.94804, -3.30402], [6.31161, 0.81608, -1.46576], [7.00362, -0.14798, -2.08547], [5.81385, 1.57121, -2.14776], [5.45729, 0.46080, -0.81986], [6.91241, 1.46916, -0.76426]], "atomic_forces_ev_per_a": [[-0.04, -0.05, 0.01], [-0.05, 0.05, 0.05], [-0.04, -0.16, -0.02], [0.14, -0.02, 0.00], [0.05, -0.12, 0.27], [-0.35, 0.28, -0.19], [0.14, 0.19, 0.03], [0.16, 0.00, 0.03], [0.40, -0.07, -0.17], [-0.16, -0.66, 0.02], [-0.67, 0.04, 0.48], [0.32, -0.12, -0.13], [-0.16, -0.03, 0.03], [0.04, 0.09, 0.02], [0.05, -0.16, -0.07], [-0.10, -0.07, -0.04], [-0.03, 0.02, 0.05], [0.02, 0.05, -0.04], [0.02, -0.05, 0.00], [0.05, 0.05, -0.01], [0.01, -0.06, 0.00], [-0.11, 0.12, -0.08], [-0.02, -0.03, -0.08], [0.03, 0.01, -0.01], [-0.08, -0.06, -0.05], [0.22, 0.54, -0.12], [-0.03, 0.02, 0.01], [0.01, 0.04, -0.03], [0.02, -0.02, -0.03], [0.09, 0.09, -0.06], [-0.04, -0.01, -0.06], [0.00, 0.06, 0.17], [-0.01, 0.03, 0.02], [0.09, -0.06, -0.01], [0.01, 0.04, 0.03], [-0.01, 0.06, -0.02], [0.02, -0.03, -0.01], [0.00, -0.01, 0.00], [0.03, -0.01, 0.01], [0.00, -0.01, 0.01]], "lowdin_charge": [-0.0918, -0.2521, -0.4287, -0.0888, 0.5876, -0.3905, 0.1800, 0.5395, -0.6551, 0.1059, -0.0218, -0.0786, -0.7563, 0.7141, -0.3388, -0.1432, 0.0677, 0.0683, 0.0721, 0.1148, 0.0841, 0.1056, -0.0057, -0.0168, -0.1806, 0.1071, 0.0787, 0.0903, 0.0888, 0.0670, 0.0900, 0.0824, 0.0691, 0.0566, 0.0676, -0.5523, -0.4599, 0.0191, -0.0133, 0.0178], "total_charge": -1, "total_energy_ha": -4295.02004, "relative_energy_ev": 0.000, "homo_lumo_gap_ev": 3.62, "e_lumo_ev": 1.986}